The following is a quantum chemistry calculation of a gas-phase ion, CH4NO (charge -1) in a non-equilibrium geometry, from the Open Molecules 2025 dataset.

```
! RIJCOSX wB97M-V def2-TZVPD def2/J DEFGRID3
* xyz -1 1
H 0.25 0.02 1.53
H -0.88 -1.30 0.54
N -0.80 0.93 -0.12
C -0.06 -0.39 0.45
O 1.00 -0.63 -0.32
H -0.04 1.47 -0.50
H -1.39 0.69 -0.89
*
```

Structure (SMILES): NC[O-]
DFT total energy, Eh: -170.4629
Kohn-Sham gap, eV: 7.756